Here is a cluster of 2 separate species, C8H15FN in total in a non-equilibrium geometry from the Open Molecules 2025 dataset. Energies are from the ωB97M-V functional and the def2-TZVPD basis.

Values from the calculation:
E_tot: -468.0035 Eh
Charge: +1
Energy above the lowest of the compared OMol25 structures with the same formula, charge and spin: 113.7 kcal/mol
HOMO-LUMO gap: 11.292 eV
E_HOMO: -14.00 eV

Each atom is followed by the atoms it is bonded to, with distances in Å.
Element x y z (Å)
1 C -1.481 -2.824 -1.549  C2 1.344, H11 1.070, H12 1.048
2 C -1.601 -1.929 -0.554  C1 1.344, F10 1.322
3 C -0.551 2.291 0.479  C4 1.499, C5 1.578, H13 1.153, H14 1.057
4 C -1.625 1.339 0.046  C3 1.499, C5 1.458, H15 1.177, H16 1.068
5 C -0.560 0.759 0.856  C3 1.578, C4 1.458, N9 1.438, H17 1.102
6 C 1.742 0.208 1.234  N9 1.536, H18 1.149, H19 1.092, H20 1.082
7 C 0.732 0.185 -1.003  N9 1.508, H21 1.033, H22 1.151, H23 1.138
8 C 0.074 -1.517 0.582  N9 1.430, H24 1.099, H25 1.088
9 N 0.474 -0.151 0.444  C5 1.438, C6 1.536, C7 1.508, C8 1.430
10 F -2.601 -1.433 0.155  C2 1.322
11 H -2.331 -2.900 -2.194  C1 1.070
12 H -0.542 -3.038 -1.961  C1 1.048
13 H 0.109 2.727 -0.360  C3 1.153
14 H -0.607 2.962 1.293  C3 1.057
15 H -2.669 1.343 0.590  C4 1.177
16 H -1.908 1.129 -0.963  C4 1.068
17 H -0.648 0.430 1.904  C5 1.102
18 H 1.795 -0.282 2.272  C6 1.149
19 H 2.656 -0.112 0.729  C6 1.092
20 H 1.647 1.232 1.572  C6 1.082
21 H 1.010 1.176 -1.081  C7 1.033
22 H 1.650 -0.403 -1.374  C7 1.151
23 H -0.214 -0.173 -1.525  C7 1.138
24 H -0.177 -1.806 1.612  C8 1.099
25 H 0.857 -2.148 0.168  C8 1.088



Here is a cluster of 5 separate species, C8H15FN3O11 in total in a non-equilibrium geometry from the Open Molecules 2025 dataset. Energies are from the ωB97M-V functional and the def2-TZVPD basis.

Values from the calculation:
E_tot: -1405.3335 Eh
Charge: -1
Energy above the lowest of the compared OMol25 structures with the same formula, charge and spin: 0.0 kcal/mol
HOMO-LUMO gap: 5.318 eV
E_HOMO: -3.69 eV

Each atom is followed by the atoms it is bonded to, with distances in Å.
Element x y z (Å)
1 C 0.074 1.046 -1.241  C2 1.522, H5 1.090, H6 1.090, H7 1.090
2 C 0.162 1.259 -2.746  C1 1.522, O3 1.248, O4 1.241
3 O -0.795 0.822 -3.417  C2 1.248
4 O 1.149 1.683 -3.368  C2 1.241
5 H -0.506 0.194 -0.886  C1 1.090
6 H -0.366 2.005 -0.967  C1 1.090
7 H 1.098 0.939 -0.883  C1 1.090
8 C -5.896 2.134 -2.708  C9 1.502, O13 1.376, H15 1.090, H16 1.090
9 C -5.648 2.141 -1.227  C8 1.502, O10 1.459, F14 1.343, H17 1.090
10 O -6.655 1.186 -0.779  C9 1.459, C11 1.297
11 C -7.592 1.130 -1.674  O10 1.297, O12 1.262, O13 1.323
12 O -8.697 0.540 -1.519  C11 1.262
13 O -7.255 1.917 -2.682  C8 1.376, C11 1.323
14 F -6.032 3.250 -0.574  C9 1.343
15 H -5.280 1.331 -3.112  C8 1.090
16 H -5.680 3.043 -3.270  C8 1.090
17 H -4.704 1.717 -0.885  C9 1.090
18 C 5.436 3.069 -0.954  N19 1.452, H22 1.090, H23 1.090, H24 1.090
19 N 6.676 2.322 -1.058  C18 1.452, O20 1.214, O21 1.207
20 O 6.577 1.133 -1.285  N19 1.214
21 O 7.729 2.819 -0.742  N19 1.207
22 H 4.737 2.365 -0.502  C18 1.090
23 H 5.137 3.520 -1.900  C18 1.090
24 H 5.691 3.801 -0.188  C18 1.090
25 C 2.875 -6.377 0.875  N26 1.447, H29 1.090, H30 1.090, H31 1.090
26 N 1.900 -5.597 0.144  C25 1.447, O27 1.181, O28 1.236
27 O 1.580 -6.101 -0.874  N26 1.181
28 O 1.483 -4.491 0.505  N26 1.236
29 H 3.145 -5.701 1.686  C25 1.090
30 H 3.684 -6.550 0.165  C25 1.090
31 H 2.347 -7.240 1.280  C25 1.090
32 C 0.201 -0.455 4.376  N33 1.464, H36 1.090, H37 1.090, H38 1.090
33 N 0.874 -0.566 5.671  C32 1.464, O34 1.211, O35 1.232
34 O 1.763 -1.360 5.884  N33 1.211
35 O 0.560 0.366 6.413  N33 1.232
36 H 0.766 0.346 3.899  C32 1.090
37 H -0.836 -0.171 4.557  C32 1.090
38 H 0.298 -1.468 3.986  C32 1.090



Here is a cluster of 2 separate species, C8H15ISi in total in a non-equilibrium geometry from the Open Molecules 2025 dataset. Energies are from the ωB97M-V functional and the def2-TZVPD basis.

Values from the calculation:
E_tot: -900.8401 Eh
Charge: 0
Energy above the lowest of the compared OMol25 structures with the same formula, charge and spin: 49.4 kcal/mol
HOMO-LUMO gap (spin up / spin down): 5.621 / 8.272 eV
E_HOMO (spin up / spin down): -7.03 / -7.69 eV

Each atom is followed by the atoms it is bonded to, with distances in Å.
Element x y z (Å)
1 C -3.161 0.398 1.957  C3 1.335, H11 1.043, H12 1.154
2 C -0.710 2.879 1.457  C4 1.313, H13 1.076, H14 1.016
3 C -2.043 -0.209 2.361  C1 1.335, Si9 1.817, H15 1.057
4 C -0.005 1.804 1.717  C2 1.313, Si9 1.859, H16 1.084
5 C 2.432 -0.885 -0.939  C8 1.488, H17 1.117, H18 1.050, H19 1.024
6 C 0.356 -2.244 -1.621  C8 1.529, H20 1.165, H21 1.062, H22 1.079
7 C 0.724 0.067 -2.800  C8 1.573, H23 1.185, H24 1.076, H25 1.108
8 C 1.121 -0.920 -1.641  C5 1.488, C6 1.529, C7 1.573
9 Si -0.480 0.024 1.464  C3 1.817, C4 1.859, I10 2.553
10 I 1.297 -1.021 2.969  Si9 2.553
11 H -4.031 0.302 2.524  C1 1.043
12 H -3.329 1.023 1.001  C1 1.154
13 H -0.515 3.854 1.870  C2 1.076
14 H -1.556 2.982 0.903  C2 1.016
15 H -2.060 -0.806 3.233  C3 1.057
16 H 0.823 2.041 2.377  C4 1.084
17 H 2.489 -1.374 0.064  C5 1.117
18 H 3.164 -1.107 -1.657  C5 1.050
19 H 2.666 0.103 -0.812  C5 1.024
20 H 0.818 -2.839 -2.510  C6 1.165
21 H -0.654 -1.965 -1.795  C6 1.062
22 H 0.497 -2.744 -0.676  C6 1.079
23 H 1.255 -0.376 -3.763  C7 1.185
24 H -0.294 -0.024 -3.136  C7 1.076
25 H 1.198 1.036 -2.544  C7 1.108